256
Properties=species:S:1:pos:R:3:mulliken_charge:R:1 method="wB97M-V/def2-TZVPD" total_energy_ev=-99836.62590 de_lowest_kcal_mol=73.1 gap_ha=0.28886
C 1.638 3.097 -3.657 0.250
C 0.546 2.657 -4.670 1.037
N 0.540 3.383 -5.915 0.534
C 1.643 2.909 -6.850 -0.169
C 1.354 1.493 -7.446 -1.449
C 0.542 4.806 -5.695 1.073
C 0.198 5.527 -6.991 -1.839
H 1.684 2.420 -2.803 -0.583
H 1.376 4.073 -3.249 0.132
H 2.642 3.224 -4.063 0.439
H 0.684 1.589 -4.837 -0.350
H -0.440 2.770 -4.219 -1.341
H 1.756 3.551 -7.724 0.348
H 2.633 2.789 -6.411 0.270
H 2.088 1.205 -8.198 0.460
H 1.277 0.637 -6.776 0.104
H 0.352 1.542 -7.874 0.431
H 1.523 5.201 -5.430 0.242
H -0.138 5.164 -4.923 -0.942
H -0.070 6.573 -6.842 0.456
H -0.660 5.112 -7.519 0.284
H 1.107 5.569 -7.592 0.530
C -6.874 -9.049 0.390 -1.361
C -6.213 -7.657 0.538 -0.339
N -5.620 -7.111 -0.708 0.144
C -5.494 -5.654 -0.694 -1.356
C -4.450 -5.151 0.316 0.712
C -4.362 -7.847 -1.115 -0.303
C -3.771 -7.531 -2.482 -0.941
H -7.664 -9.020 -0.360 0.338
H -7.354 -9.340 1.324 0.400
H -6.215 -9.870 0.108 0.337
H -7.006 -6.972 0.840 0.348
H -5.429 -7.753 1.289 0.280
H -5.364 -5.186 -1.669 0.302
H -6.450 -5.223 -0.395 0.447
H -4.507 -5.632 1.292 0.527
H -3.442 -5.403 -0.012 0.183
H -4.621 -4.086 0.474 -0.967
H -4.542 -8.918 -1.026 0.349
H -3.560 -7.672 -0.398 0.328
H -4.497 -7.780 -3.256 0.329
H -2.819 -8.025 -2.676 0.391
H -3.658 -6.452 -2.591 -0.029
C -4.229 5.247 -5.176 -1.666
C -2.868 5.681 -4.666 0.624
N -2.876 6.128 -3.238 0.267
C -1.585 6.722 -2.869 0.775
C -1.306 8.064 -3.528 -1.848
C -3.162 5.066 -2.270 -1.612
C -2.231 3.867 -2.310 2.317
H -4.129 5.169 -6.259 0.503
H -4.937 6.053 -4.985 0.365
H -4.613 4.323 -4.742 0.112
H -2.145 4.868 -4.721 -0.329
H -2.477 6.419 -5.366 0.405
H -1.428 6.924 -1.810 0.304
H -0.795 6.025 -3.149 -0.336
H -1.033 7.820 -4.555 0.219
H -2.212 8.659 -3.416 0.385
H -0.406 8.488 -3.083 0.458
H -4.166 4.697 -2.476 0.431
H -3.252 5.458 -1.256 0.325
H -1.224 4.215 -2.079 -0.113
H -2.287 3.342 -3.263 -0.411
H -2.399 3.083 -1.572 -1.161
C -4.204 1.876 1.501 -0.849
C -4.414 0.396 1.056 0.057
N -5.487 -0.292 1.811 0.213
C -5.390 -0.242 3.245 -1.288
C -4.061 -0.832 3.811 -0.279
C -5.765 -1.654 1.367 -0.143
C -6.409 -1.585 0.013 -0.724
H -5.058 2.455 1.854 0.506
H -3.698 2.331 0.650 -0.277
H -3.497 1.941 2.329 -0.022
H -4.767 0.463 0.027 0.309
H -3.454 -0.120 1.060 0.204
H -6.241 -0.779 3.664 0.537
H -5.423 0.796 3.576 0.350
H -3.224 -0.216 3.482 -0.122
H -3.893 -1.880 3.564 0.300
H -4.110 -0.814 4.900 0.417
H -4.828 -2.205 1.461 -0.070
H -6.456 -2.172 2.032 0.360
H -6.679 -2.609 -0.242 0.351
H -7.277 -0.926 0.046 0.355
H -5.671 -1.274 -0.727 -0.204
C -1.467 -2.683 1.040 -0.626
C -0.966 -1.407 0.282 0.187
N -0.048 -0.526 1.063 1.441
C -0.695 0.039 2.318 0.835
C 0.411 0.555 3.217 -0.230
C 0.598 0.524 0.240 -0.050
C -0.378 1.615 -0.246 1.346
H -1.991 -3.378 0.385 0.261
H -2.238 -2.510 1.791 -0.331
H -0.644 -3.089 1.628 -0.087
H -0.392 -1.698 -0.598 0.157
H -1.785 -0.839 -0.159 -0.490
H -1.327 0.926 2.284 -0.866
H -1.276 -0.730 2.827 0.264
H -0.113 1.047 4.036 0.622
H 0.949 -0.292 3.641 -0.555
H 1.015 1.401 2.890 -0.287
H 1.030 0.054 -0.644 0.070
H 1.450 0.939 0.778 -0.835
H -0.789 2.215 0.566 -0.584
H -1.240 1.224 -0.788 -0.634
H 0.146 2.301 -0.911 0.344
C 6.334 -0.407 3.769 -1.469
C 5.677 0.519 2.713 -0.015
N 5.292 -0.187 1.527 1.498
C 4.276 -1.180 1.717 -0.730
C 3.676 -1.727 0.419 0.003
C 6.443 -0.760 0.738 0.031
C 7.559 0.215 0.453 -1.708
H 5.693 -1.227 4.093 0.207
H 6.659 0.202 4.613 0.499
H 7.257 -0.840 3.384 0.364
H 4.747 0.902 3.133 -0.794
H 6.295 1.412 2.615 0.638
H 4.495 -1.982 2.423 0.576
H 3.450 -0.620 2.156 -0.051
H 3.712 -1.050 -0.435 -0.537
H 4.197 -2.605 0.037 0.444
H 2.701 -2.195 0.550 -0.105
H 6.095 -1.153 -0.217 -0.335
H 6.874 -1.619 1.250 0.542
H 7.214 1.069 -0.130 0.166
H 8.330 -0.344 -0.078 0.503
H 7.970 0.521 1.415 0.479
C 1.859 -3.079 3.412 -0.215
C 2.654 -4.396 3.271 -1.239
N 1.934 -5.512 2.561 0.158
C 1.882 -5.268 1.122 0.531
C 0.975 -6.317 0.440 -1.622
C 2.622 -6.758 2.937 -0.246
C 2.391 -7.237 4.379 -1.218
H 1.759 -2.557 2.461 -0.646
H 2.335 -2.419 4.138 0.433
H 0.857 -3.285 3.789 0.557
H 3.550 -4.121 2.714 0.410
H 2.904 -4.677 4.293 0.306
H 1.409 -4.320 0.865 -0.322
H 2.892 -5.222 0.716 0.240
H 1.216 -7.375 0.548 0.398
H 0.015 -6.300 0.957 0.419
H 0.853 -6.132 -0.627 0.405
H 3.690 -6.602 2.789 0.306
H 2.294 -7.514 2.224 0.306
H 3.178 -7.949 4.626 0.394
H 1.452 -7.770 4.527 0.295
H 2.640 -6.539 5.178 0.318
C 4.636 0.476 -5.973 -0.844
C 4.173 -0.901 -5.479 -0.178
N 4.826 -1.208 -4.146 1.122
C 4.113 -2.311 -3.536 -0.775
C 2.594 -2.033 -3.333 -1.556
C 6.205 -1.536 -4.391 -0.944
C 7.042 -1.757 -3.065 -1.208
H 3.864 0.686 -6.713 0.080
H 5.534 0.488 -6.592 0.413
H 4.693 1.250 -5.208 0.090
H 3.086 -0.830 -5.427 -0.229
H 4.293 -1.667 -6.245 0.327
H 4.573 -2.446 -2.557 0.035
H 4.233 -3.196 -4.161 0.450
H 1.971 -2.193 -4.213 0.720
H 2.354 -0.997 -3.093 0.151
H 2.118 -2.751 -2.666 0.553
H 6.325 -2.344 -5.113 0.520
H 6.782 -0.736 -4.856 0.382
H 8.096 -1.977 -3.237 0.509
H 6.957 -0.864 -2.446 0.175
H 6.625 -2.579 -2.483 0.241
C -4.638 1.131 -2.967 -1.006
C -3.561 0.530 -3.911 -0.614
N -2.851 -0.546 -3.180 1.509
C -1.399 -0.590 -3.471 0.685
C -1.040 -0.974 -4.932 -0.954
C -3.547 -1.817 -3.231 -1.452
C -2.986 -2.882 -2.309 0.078
H -5.289 0.356 -2.563 0.492
H -5.288 1.845 -3.474 0.553
H -4.248 1.581 -2.054 -0.230
H -4.094 0.206 -4.804 0.207
H -2.794 1.262 -4.164 0.286
H -1.014 0.363 -3.108 0.066
H -0.927 -1.230 -2.726 -0.857
H -1.482 -1.873 -5.363 0.388
H -1.247 -0.115 -5.570 0.327
H 0.040 -1.121 -4.894 -0.173
H -3.610 -2.237 -4.235 0.362
H -4.584 -1.694 -2.916 0.527
H -3.193 -2.616 -1.272 -0.664
H -1.948 -3.133 -2.526 0.384
H -3.555 -3.794 -2.489 0.180
C -2.275 4.282 3.210 -1.452
C -0.855 4.677 3.537 -0.172
N -0.465 5.967 2.972 0.184
C -0.698 6.143 1.532 -1.297
C 0.290 5.367 0.625 0.111
C 0.887 6.300 3.466 0.263
C 1.149 7.776 3.313 -1.507
H -2.472 3.935 2.195 0.062
H -2.966 5.078 3.487 0.353
H -2.505 3.431 3.851 0.485
H -0.803 4.726 4.625 0.617
H -0.276 3.810 3.218 0.033
H -1.696 5.771 1.298 0.300
H -0.651 7.216 1.345 0.383
H 0.243 4.302 0.851 -0.168
H -0.022 5.530 -0.407 -0.084
H 1.314 5.714 0.766 0.430
H 1.660 5.841 2.850 -0.319
H 1.107 5.942 4.472 0.601
H 0.374 8.282 3.890 0.355
H 1.101 8.139 2.286 0.251
H 2.073 8.069 3.811 0.455
C 3.079 1.956 5.487 -0.754
C 1.702 1.975 6.145 0.517
O 0.951 2.910 5.857 -0.674
N 1.367 1.011 6.982 0.004
C 2.207 -0.002 7.567 -0.843
H 3.811 1.693 6.251 0.424
H 3.481 2.932 5.216 0.450
H 3.119 1.209 4.694 -0.169
H 0.457 0.947 7.416 0.305
H 1.680 -0.460 8.404 0.197
H 3.170 0.424 7.847 0.401
H 2.413 -0.700 6.755 0.154
C -1.348 -1.557 10.161 -1.133
C -1.272 -0.952 8.748 0.641
O -1.214 0.274 8.578 -0.694
N -1.179 -1.822 7.737 -0.020
C -1.001 -1.467 6.386 -0.724
H -1.456 -2.642 10.183 0.343
H -2.258 -1.204 10.646 0.323
H -0.449 -1.318 10.729 0.267
H -1.300 -2.803 7.942 0.250
H -0.853 -0.392 6.283 0.139
H -1.755 -1.908 5.734 0.336
H -0.034 -1.823 6.032 0.289
C 3.332 3.012 1.086 1.015
C 3.591 2.785 -0.402 0.870
O 3.378 3.690 -1.218 -0.745
N 4.192 1.650 -0.710 0.766
C 4.562 1.278 -2.083 -0.040
H 3.697 3.981 1.426 0.652
H 3.771 2.219 1.692 -1.100
H 2.246 2.955 1.155 -0.753
H 4.408 1.008 0.039 -0.506
H 5.197 0.403 -1.946 -0.477
H 5.138 2.038 -2.610 0.513
H 3.665 0.951 -2.608 -0.405